C40H45BNO5TeTl as an isolated structure, computed with ωB97M-V/def2-TZVPD.

Results
- ΔE to the lowest compared entry with this formula, charge and spin (kcal per mole) = 42.2
- <S²> = 0.778
- 2S+1 = 2
- orbital gap (spin up / spin down) (eV) = 6.01 / 5.67
- E_LUMO (spin up / spin down) (eV) = 2.441 / 2.066
- charge = -1

Last column: Mulliken charge in e.
Atoms and positions in Å:
1 Tl 2.32 -0.83 0.29  0.76
2 C 1.78 -1.11 5.07  -1.54
3 C 2.60 -0.34 4.06  0.73
4 C 3.88 -0.78 3.70  -0.40
5 C 4.66 -0.05 2.83  -0.48
6 C 4.19 1.15 2.30  -0.48
7 C 2.91 1.58 2.64  -0.12
8 C 2.13 0.84 3.51  -0.01
9 H 0.72 -0.88 4.96  0.28
10 H 2.08 -0.85 6.08  0.40
11 H 1.92 -2.19 4.95  0.33
12 H 4.25 -1.72 4.10  0.33
13 H 5.65 -0.41 2.55  0.35
14 H 4.80 1.73 1.63  0.34
15 H 2.52 2.50 2.21  0.16
16 H 1.13 1.19 3.76  0.21
17 C -0.26 -2.92 1.94  0.00
18 O 0.31 -3.24 0.69  -0.32
19 C -0.62 -3.09 -0.36  0.08
20 C 0.10 -3.13 -1.68  -0.78
21 O 0.77 -1.90 -1.91  0.38
22 C 1.32 -1.84 -3.22  -0.75
23 H -1.10 -3.59 2.18  0.36
24 H -0.62 -1.88 1.96  -0.33
25 H 0.52 -3.04 2.69  0.12
26 H -1.15 -2.14 -0.28  -0.45
27 H -1.36 -3.91 -0.32  0.51
28 H -0.64 -3.30 -2.48  0.45
29 H 0.82 -3.96 -1.67  -0.01
30 H 0.52 -1.86 -3.97  0.29
31 H 2.00 -2.68 -3.40  0.15
32 H 1.88 -0.91 -3.29  0.19
33 C -8.12 1.57 0.55  -1.55
34 C -6.63 1.41 0.40  0.80
35 C -6.03 0.16 0.45  -1.11
36 C -4.65 0.00 0.28  1.47
37 C -4.09 -1.41 0.33  -1.20
38 C -3.82 1.11 0.09  -0.81
39 Te -1.62 0.80 -0.35  0.80
40 N 0.68 0.91 -0.56  -0.38
41 C 1.54 1.28 -1.47  0.40
42 O 2.76 0.91 -1.50  -0.79
43 C 1.15 2.32 -2.51  -0.01
44 C 1.91 3.49 -2.58  -0.40
45 C 1.61 4.47 -3.52  -0.56
46 C 0.56 4.28 -4.41  -0.44
47 C -0.18 3.10 -4.37  -0.87
48 C 0.11 2.13 -3.42  0.20
49 C -1.21 2.11 1.26  0.51
50 C -0.45 3.25 0.98  -0.41
51 C -0.07 4.13 1.97  -0.72
52 C -0.48 3.90 3.28  -0.68
53 C -1.24 2.78 3.57  -0.45
54 C -1.60 1.86 2.58  0.76
55 C -2.37 0.63 2.98  -0.97
56 C -4.43 2.38 0.02  1.26
57 C -3.62 3.64 -0.20  -1.63
58 C -5.81 2.51 0.18  -0.92
59 H -8.60 0.61 0.74  0.34
60 H -8.57 1.99 -0.36  0.32
61 H -8.37 2.25 1.38  0.33
62 H -6.65 -0.72 0.61  0.22
63 H -4.88 -2.14 0.56  0.36
64 H -3.31 -1.50 1.09  0.05
65 H -3.64 -1.69 -0.63  0.26
66 H 2.74 3.61 -1.89  0.38
67 H 2.20 5.37 -3.56  0.38
68 H 0.32 5.04 -5.14  0.37
69 H -0.98 2.94 -5.08  0.39
70 H -0.46 1.21 -3.39  0.39
71 H -0.13 3.43 -0.05  0.23
72 H 0.54 5.00 1.73  0.45
73 H -0.20 4.59 4.07  0.34
74 H -1.54 2.59 4.60  0.38
75 H -2.32 0.47 4.05  0.46
76 H -1.96 -0.25 2.47  -0.58
77 H -3.42 0.70 2.69  0.27
78 H -2.76 3.44 -0.84  0.12
79 H -3.23 4.03 0.74  0.23
80 H -4.23 4.42 -0.67  0.49
81 H -6.26 3.50 0.13  0.39
82 O 3.23 -3.72 -1.26  -0.31
83 B 4.06 -2.71 -0.67  -0.01
84 O 5.31 -2.81 -1.35  -0.55
85 C 5.21 -3.78 -2.32  0.77
86 C 6.14 -4.20 -3.24  -1.02
87 C 5.74 -5.17 -4.16  -0.38
88 C 4.45 -5.69 -4.14  -0.61
89 C 3.52 -5.28 -3.18  -0.58
90 C 3.94 -4.33 -2.27  0.52
91 H 7.14 -3.78 -3.26  0.42
92 H 6.44 -5.52 -4.91  0.36
93 H 4.15 -6.41 -4.89  0.37
94 H 2.51 -5.67 -3.15  0.42